[1]
Entry from the OMol25 dataset: a structure of composition C42H35BrIrN3O4Si (the ωB97M-V functional and the def2-TZVPD basis).

Results
HOMO-LUMO gap (spin up / spin down): 5.85 / 6.21 eV
2S+1: 5
E: -5054.548489 Eh
Molecular weight: 946.0 Da
<S²>: 6.0513
Lowest unoccupied orbital energy (spin up / spin down): -0.55 / -1.95 eV

XYZ file:
```
87
Properties=species:S:1:pos:R:3:forces:R:3
Ir 1.5841 1.4871 -0.6588 -0.331 -0.232 -0.278
Br -4.4467 5.0494 -2.4249 0.024 -0.010 -0.001
C -2.6719 4.3998 -2.2447 -0.036 0.012 0.042
C -1.9157 4.1618 -3.3934 0.034 -0.012 -0.039
C -0.6304 3.6714 -3.2566 -0.013 0.030 -0.034
C -0.0789 3.4185 -2.0021 0.043 -0.020 0.042
O 1.1716 2.9438 -1.9483 0.025 0.015 0.028
C -0.8574 3.6488 -0.8315 0.054 -0.006 0.024
C -0.3978 3.3506 0.4636 -0.005 0.015 0.021
N 0.7904 2.7072 0.6920 -0.024 -0.057 0.000
C 1.4285 2.7679 1.9129 -0.043 0.076 -0.012
C 1.0219 3.4939 3.0177 0.000 0.014 0.021
C 1.7829 3.4720 4.2022 -0.003 0.000 0.002
C 2.9465 2.7598 4.3098 -0.016 0.003 -0.006
C 3.4083 2.0237 3.1920 0.001 -0.040 0.016
C 4.5850 1.2444 3.1765 0.013 -0.010 -0.010
C 4.9458 0.5544 2.0495 0.014 0.000 0.014
C 4.1371 0.6372 0.9078 -0.032 -0.002 0.001
N 3.0369 1.3579 0.9065 0.265 0.093 0.212
C 2.6478 2.0417 2.0122 0.027 -0.061 0.008
C -2.1679 4.1583 -0.9948 -0.031 0.008 -0.042
H -2.3334 4.3539 -4.3714 0.001 0.000 0.001
H -0.0188 3.4684 -4.1268 0.001 0.004 0.003
H -1.0394 3.5530 1.3129 -0.007 0.008 -0.006
H 0.1235 4.0922 2.9836 0.000 -0.004 -0.007
H 1.4269 4.0436 5.0495 0.005 -0.001 0.001
H 3.5179 2.7522 5.2285 0.000 -0.001 0.000
H 5.1964 1.1965 4.0697 -0.001 -0.001 -0.001
H 5.8412 -0.0493 2.0204 -0.001 -0.004 0.008
H 4.3714 0.1206 -0.0151 0.009 0.009 0.000
H -2.7771 4.3343 -0.1174 0.005 -0.002 0.001
O 3.3554 0.1713 -4.0842 0.025 0.125 -0.034
C 2.5530 0.3886 -3.2102 -0.061 -0.305 0.104
O 2.8798 0.7045 -1.9737 -0.039 0.061 -0.046
C 1.0773 0.1670 -3.4453 0.010 0.124 -0.015
C 0.6128 -0.3375 -4.6425 -0.004 0.005 -0.020
C -0.7442 -0.5898 -4.7496 0.004 0.000 0.001
C -1.5922 -0.3670 -3.6706 -0.006 0.013 0.000
C -3.0198 -0.6902 -3.8072 0.022 -0.007 -0.013
C -3.8521 -1.1191 -2.8600 0.009 -0.019 0.013
C -3.5699 -1.3834 -1.4295 0.009 0.006 0.016
C -1.8906 0.5536 -1.3284 -0.002 0.008 -0.001
C -1.0374 0.1829 -2.5034 -0.039 -0.034 -0.022
N 0.2618 0.4340 -2.4288 -0.002 0.069 -0.059
H 1.3126 -0.5289 -5.4429 -0.001 0.004 -0.002
H -1.1548 -0.9856 -5.6711 0.002 0.001 0.002
H -3.4089 -0.6129 -4.8177 0.006 0.002 0.000
H -4.8684 -1.3506 -3.1679 -0.001 -0.004 0.010
H -3.6925 -2.4222 -1.1351 -0.004 -0.001 -0.003
H -1.2896 1.0983 -0.6046 0.014 0.005 -0.014
C -0.0192 -2.9290 -1.9205 0.000 -0.012 -0.018
C 0.5867 -2.9940 -0.5173 0.057 0.025 0.042
C 2.1168 -2.9444 -0.6262 -0.008 0.005 0.004
C 0.1737 -4.3318 0.1072 0.017 -0.038 -0.050
Si 0.0431 -1.5406 0.5869 -0.056 -0.153 -0.081
O 0.8706 -0.1984 0.1838 0.143 0.215 0.108
C -1.8400 -1.2986 0.4831 -0.031 0.028 0.026
C -2.5721 -0.6058 -0.6248 0.013 0.021 0.003
C -4.0979 -0.4041 -0.4087 -0.036 -0.006 0.019
C -4.6979 -0.8856 0.8336 -0.013 0.014 -0.046
C -3.9904 -1.6282 1.6883 0.048 -0.026 0.012
C -2.5602 -1.8194 1.5003 -0.035 0.025 -0.034
C 0.5338 -1.9471 2.3774 0.022 -0.017 -0.038
C 1.3250 -1.0100 3.0431 -0.067 -0.006 0.069
C 1.7568 -1.2006 4.3493 0.013 0.016 -0.010
C 1.4125 -2.3571 5.0301 0.015 0.004 -0.001
C 0.6396 -3.3159 4.3905 0.007 0.006 -0.038
C 0.2122 -3.1123 3.0859 -0.060 -0.007 0.032
H 0.2820 -3.8174 -2.4875 -0.020 0.000 -0.005
H 0.3303 -2.0626 -2.4793 0.004 -0.021 0.031
H -1.1123 -2.9075 -1.8956 -0.008 -0.007 0.001
H 2.4828 -3.7921 -1.2162 0.001 0.005 0.002
H 2.5871 -2.9972 0.3606 0.007 -0.002 -0.010
H 2.4527 -2.0237 -1.1103 -0.003 -0.017 0.001
H 0.4119 -5.1447 -0.5875 0.002 -0.004 0.008
H -0.9021 -4.3771 0.3050 -0.002 -0.002 0.001
H 0.7048 -4.5264 1.0388 0.021 -0.037 -0.113
H -2.6576 1.2431 -1.6947 0.006 0.001 0.006
H -4.5126 0.5055 -0.8296 -0.006 -0.005 0.002
H -5.7216 -0.6049 1.0510 0.007 0.011 0.006
H -4.4448 -2.0017 2.5972 0.015 -0.007 0.001
H -2.0476 -2.3176 2.3088 0.070 -0.071 0.080
H 1.5950 -0.1061 2.5215 0.028 0.091 -0.021
H 2.3577 -0.4397 4.8336 0.007 0.003 0.000
H 1.7453 -2.5147 6.0484 -0.003 0.004 0.002
H 0.3707 -4.2288 4.9074 -0.005 0.000 -0.001
H -0.3761 -3.8914 2.6177 -0.072 0.087 0.086
```
Positions in Å, forces in eV/Å.

Löwdin atomic charge list, values in e, 6 entries: number 1, Ir, carries 1.74; number 2, Br, carries 0.72; number 3, C, carries -0.70; number 4, C, carries -0.12; number 5, C, carries -0.01; number 6, C, carries -0.34

---

[2]
Entry from the OMol25 dataset: a structure of composition C42H35BrN5O3P2Tl in a non-equilibrium geometry (the ωB97M-V functional and the def2-TZVPD basis).

Results
HOMO-LUMO gap: 7.15 eV
E: -5550.234614 Eh
Molecular weight: 1004.0 Da
Lowest unoccupied orbital energy: 0.02 eV

XYZ file:
```
89
Properties=species:S:1:pos:R:3:forces:R:3
Tl -0.3146 0.8322 1.1261 0.000 -0.146 0.390
O 2.1331 -3.1487 2.8700 -0.106 -0.075 -0.025
C 3.0629 -2.5012 3.5887 0.147 0.306 0.044
C 3.8694 -3.2374 4.4599 -0.129 -0.174 -0.123
C 4.8463 -2.6165 5.2076 -0.083 0.059 -0.039
C 5.0312 -1.2408 5.1206 0.138 0.028 0.080
C 4.2415 -0.5012 4.2679 0.078 -0.116 0.053
C 3.2642 -1.1112 3.4837 -0.059 -0.342 0.160
C 2.4423 -0.3102 2.5639 -0.257 0.286 -0.624
O 1.4693 -0.8446 1.9486 -0.122 -0.001 0.356
N 2.8643 0.9336 2.3667 0.874 0.413 0.435
N 2.0574 1.7018 1.6451 -0.201 0.212 -0.603
C 2.5438 2.7263 1.0307 0.421 -0.832 0.738
C 1.6843 3.5422 0.2195 -0.587 0.611 -0.735
C 2.2278 4.4675 -0.6856 -0.023 -0.283 0.300
C 1.3867 5.1739 -1.5189 -0.251 -0.030 0.075
C 0.0139 4.9913 -1.3923 0.193 -0.006 -0.045
C -0.4397 4.0805 -0.4512 -0.141 0.146 -0.216
N 0.3580 3.3552 0.3103 0.366 0.202 0.238
H 1.6636 -2.4591 2.3305 0.088 -0.023 0.163
H 3.7025 -4.3033 4.5238 0.005 -0.072 0.005
H 5.4684 -3.2013 5.8690 0.038 -0.084 0.061
H 5.7986 -0.7600 5.7086 0.033 0.058 0.062
H 4.3678 0.5664 4.1820 0.011 0.063 -0.047
H 3.6085 2.9661 1.0620 -0.050 -0.153 0.109
H 3.2995 4.5986 -0.7240 0.079 -0.001 -0.046
H 1.7910 5.8567 -2.2524 0.000 0.075 -0.017
H -0.6840 5.5302 -2.0107 -0.105 0.092 -0.062
H -1.4999 3.9188 -0.3023 -0.100 -0.036 -0.099
O -5.1370 -0.2141 5.8394 -0.248 -0.137 0.142
C -4.0378 0.0211 5.1027 0.609 0.155 -0.307
C -3.4406 1.2808 5.0242 -0.149 -0.047 -0.028
C -2.3270 1.4361 4.2240 -0.202 -0.104 0.167
N -1.7797 0.4367 3.5485 0.299 -0.328 0.006
C -2.3258 -0.7594 3.6554 0.022 0.138 0.042
Br -1.4426 -2.1569 2.7299 -0.163 -0.022 0.179
C -3.4592 -1.0344 4.3985 -0.150 0.176 0.154
H -5.4123 0.5865 6.3033 0.066 -0.067 -0.085
H -3.8491 2.1181 5.5679 -0.051 0.140 0.076
H -1.8313 2.3911 4.1185 -0.051 0.164 0.051
H -3.8770 -2.0234 4.4443 -0.074 -0.185 0.020
N -0.6948 -0.2231 -2.3066 0.334 0.671 -0.052
P 0.8581 0.1639 -1.6292 0.393 -0.782 -0.837
C 1.8936 0.3092 -3.1429 -0.120 0.330 0.204
C 1.6979 -0.4653 -4.2805 -0.064 0.015 0.005
C 2.5748 -0.3696 -5.3455 -0.044 -0.055 -0.090
C 3.6641 0.4845 -5.2751 0.077 0.058 -0.040
C 3.8727 1.2474 -4.1387 0.159 0.022 -0.107
C 2.9866 1.1641 -3.0798 -0.118 0.031 0.071
C 1.5450 -1.4787 -1.1863 -0.017 0.240 0.182
C 2.7524 -1.4327 -0.4958 -0.024 -0.074 -0.159
C 3.3560 -2.5940 -0.0576 0.130 -0.007 -0.070
C 2.7586 -3.8185 -0.3142 0.025 -0.058 -0.042
C 1.5812 -3.8711 -1.0407 0.036 -0.186 0.055
C 0.9735 -2.7063 -1.4762 -0.125 0.160 -0.019
P -1.9558 0.7232 -1.5714 -0.690 -0.546 -0.411
C -3.0771 0.9120 -3.0164 0.129 0.106 0.306
C -2.8603 2.0278 -3.8228 0.067 -0.076 0.033
C -3.7079 2.3021 -4.8787 -0.073 0.073 -0.166
C -4.7909 1.4725 -5.1263 -0.050 -0.014 -0.022
C -5.0175 0.3673 -4.3226 -0.132 0.019 -0.122
C -4.1694 0.0893 -3.2664 0.087 -0.063 -0.001
C -2.8653 -0.6001 -0.6716 0.038 0.339 -0.029
C -2.7266 -1.9550 -0.9391 0.109 0.122 0.001
C -3.4557 -2.8801 -0.2151 -0.152 -0.098 0.010
C -4.3450 -2.4584 0.7604 -0.043 -0.100 -0.042
C -4.4976 -1.1074 1.0231 -0.164 -0.045 0.090
C -3.7528 -0.1840 0.3162 0.123 0.017 -0.164
H -0.7194 -0.1608 -3.3227 -0.062 -0.246 0.202
H 0.8729 -1.1650 -4.3316 -0.027 -0.063 -0.011
H 2.4178 -0.9708 -6.2302 -0.016 -0.040 -0.038
H 4.3498 0.5517 -6.1075 0.053 0.003 -0.042
H 4.7282 1.9052 -4.0780 0.045 0.053 -0.001
H 3.1392 1.7568 -2.1865 0.030 0.080 0.026
H 3.2125 -0.4733 -0.2994 0.059 0.099 0.166
H 4.2797 -2.5425 0.5010 0.061 -0.012 0.060
H 3.2081 -4.7286 0.0555 0.037 -0.050 0.016
H 1.1251 -4.8242 -1.2653 -0.035 -0.108 0.005
H 0.0544 -2.7580 -2.0405 -0.116 0.044 -0.021
H -2.0244 2.6825 -3.6048 0.026 0.068 -0.013
H -3.5449 3.1693 -5.5027 0.052 0.060 -0.026
H -5.4691 1.6939 -5.9368 -0.034 0.026 -0.093
H -5.8664 -0.2735 -4.5144 -0.054 -0.043 -0.009
H -4.3591 -0.7654 -2.6323 -0.029 -0.013 -0.011
H -2.0466 -2.2761 -1.7139 0.069 -0.013 -0.016
H -3.3347 -3.9343 -0.4131 0.009 -0.121 -0.026
H -4.9150 -3.1865 1.3182 -0.042 -0.063 0.074
H -5.1864 -0.7828 1.7897 -0.068 0.057 0.047
H -3.8580 0.8752 0.5112 -0.015 0.121 0.124
```
Positions in Å, forces in eV/Å.

Löwdin atomic charge list, values in e, 6 entries: number 1, Tl, carries 0.78; number 2, O, carries 0.04; number 3, C, carries -0.27; number 4, C, carries -0.02; number 5, C, carries -0.09; number 6, C, carries -0.10

---

[3]
Entry from the OMol25 dataset: a structure of composition C42H35CrIN7OPS4Se in a non-equilibrium geometry (the ωB97M-V functional and the def2-TZVPD basis).

Results
ΔE to the lowest compared entry with this formula, charge and spin: 136.70 kJ/mol
HOMO-LUMO gap (spin up / spin down): 4.43 / 4.39 eV
2S+1: 5
E: -7757.666818 Eh
Molecular weight: 1070.9 Da
<S²>: 6.0275
Lowest unoccupied orbital energy (spin up / spin down): -1.65 / -1.69 eV

XYZ file:
```
93
Properties=species:S:1:pos:R:3:forces:R:3
Cr 0.7158 -1.1147 -1.9368 -1.073 -1.443 2.614
N 2.9253 -4.4942 -0.1605 -0.304 -0.721 0.337
C 2.0978 -3.5195 -0.5391 -0.763 1.247 0.558
S 2.8036 -2.2024 -1.4615 -0.264 -0.195 -0.144
N 0.8453 -3.5961 -0.0743 -0.601 -0.268 0.064
N 0.0056 -2.6385 -0.5060 -1.285 -0.145 -1.579
C -1.3214 -2.6906 -0.3356 2.141 0.223 0.858
C -2.1050 -1.6242 -0.9424 -0.872 1.917 -0.984
C -3.5393 -1.4734 -0.8708 1.782 -0.083 -0.006
C -4.1634 -0.3542 -1.4444 0.032 -0.767 -0.172
C -3.3614 0.5260 -2.1608 0.268 0.154 0.104
C -2.0068 0.2742 -2.3215 -0.688 0.060 0.578
N -1.3799 -0.6951 -1.6777 -0.044 -1.504 -0.001
H 3.9037 -4.3878 -0.3073 0.393 0.094 -0.162
H 2.6181 -5.2235 0.4804 -0.071 0.539 -0.290
H -1.8259 -3.3468 0.3863 0.474 -0.142 -0.506
H -4.0793 -2.2514 -0.3487 -0.188 0.130 0.023
H -5.2694 -0.2545 -1.4320 0.981 0.070 0.274
H -3.6661 1.4714 -2.5661 -0.725 0.036 -0.272
H -1.4454 0.9025 -2.9957 0.353 0.059 0.195
S 0.8145 1.9766 3.4578 -0.130 0.104 -0.110
P 1.5811 0.1440 3.6336 -0.505 1.756 -0.073
S 2.4811 -0.5987 2.0539 0.504 -0.399 -0.666
C 2.6968 0.2294 5.0826 0.964 -0.537 -0.278
C 3.9362 -0.4040 4.9768 -0.650 -1.248 0.351
C 4.7917 -0.4266 6.0746 0.860 0.555 0.053
C 4.5348 0.3589 7.2008 -0.198 0.248 -0.153
C 3.3373 1.0796 7.2809 0.028 -0.248 -0.477
C 2.4277 0.9696 6.2157 -0.956 1.350 0.474
C 0.2237 -0.9546 4.0971 -0.004 -0.375 0.425
C -0.2691 -0.9597 5.4024 -0.220 -0.857 0.722
C -1.1533 -1.9892 5.7993 0.497 0.750 -0.255
C -1.5584 -2.9389 4.8598 -1.110 0.224 1.142
C -1.2262 -2.8045 3.5356 0.398 0.210 -1.214
C -0.2919 -1.8307 3.1554 -0.283 -0.498 -0.137
H 4.0550 -1.0103 4.0712 0.533 0.298 0.388
H 5.7692 -0.9272 6.0800 -0.530 -0.006 -0.399
H 5.3332 0.4599 7.9452 -0.554 -0.117 -0.059
H 3.1288 1.7440 8.1253 0.041 -0.295 -0.324
H 1.4988 1.5906 6.1668 0.841 -0.563 0.390
H 0.1262 -0.2372 6.1322 -0.404 -0.396 -0.378
H -1.5724 -2.0505 6.8136 0.470 0.107 -0.421
H -2.2585 -3.6916 5.2363 0.238 0.033 -0.477
H -1.6781 -3.4286 2.7478 0.347 0.051 0.592
H 0.0904 -1.7807 2.1310 -0.194 -0.032 0.386
Se 1.0717 -1.2414 -4.4320 -1.805 -1.122 -0.939
N 0.3819 -3.0412 -4.3688 0.498 2.049 -0.957
C -0.7087 -2.9684 -5.0569 -1.623 1.794 -0.859
C -1.5625 -4.0734 -5.4190 1.027 -0.390 0.569
C -2.6765 -3.9018 -6.1254 -0.608 0.528 -0.717
C -3.1587 -2.6004 -6.5605 0.591 -0.191 -0.315
C -2.4887 -1.4687 -6.2567 -0.301 0.052 0.446
C -1.2401 -1.5708 -5.5345 1.212 -0.531 1.483
N -0.5243 -0.5292 -5.1717 1.106 -1.804 -0.189
H -1.1979 -5.0499 -5.1625 -0.060 -0.381 0.139
H -3.2467 -4.7535 -6.4569 -0.059 -0.235 0.090
H -3.9848 -2.5991 -7.2655 -0.207 0.212 0.453
H -2.8919 -0.4752 -6.4560 0.321 -0.270 -0.295
O 1.0965 0.7814 -2.2486 0.190 0.898 -0.547
S 1.6157 1.7694 -1.2118 0.594 1.533 0.124
C 3.3218 2.1062 -1.6961 0.525 -1.283 0.337
C 4.3460 1.6330 -0.8681 -0.367 -0.482 0.321
C 5.6649 1.5727 -1.3228 -0.278 -0.136 -0.277
C 5.9323 2.0511 -2.6040 0.630 0.116 0.242
C 4.9344 2.6314 -3.3968 1.228 0.219 -0.678
C 3.6221 2.5204 -2.9721 -0.966 1.235 -1.751
C 0.9753 3.3830 -1.7839 -0.578 -0.335 0.459
C 0.2262 3.4916 -2.9505 0.613 -0.101 -0.330
C -0.2400 4.7465 -3.3390 0.411 -0.041 -0.011
C 0.0298 5.8601 -2.5160 -0.736 1.032 -1.040
C 0.7825 5.7519 -1.3500 -0.742 -1.337 -0.072
C 1.1960 4.4666 -0.9432 -0.078 0.458 -0.412
H 4.0545 1.1769 0.0724 0.132 0.155 0.248
H 6.4659 1.0980 -0.7297 -0.671 0.375 -0.289
H 6.9587 1.9345 -2.9753 -0.453 0.387 0.045
H 5.2715 3.1892 -4.3326 -0.927 -1.181 1.132
H 2.8136 2.7822 -3.6994 0.680 0.003 0.876
H 0.1302 2.6189 -3.6062 -0.164 0.307 0.301
H -0.7102 4.8058 -4.3378 0.030 0.325 0.894
H -0.3970 6.8706 -2.8087 0.716 -1.380 0.348
H 0.9003 6.6154 -0.7192 0.233 0.057 0.151
H 1.6647 4.2857 0.0119 0.231 0.191 0.169
I -2.5062 2.9804 0.9783 0.028 -0.264 -0.015
C -4.0462 1.6362 1.5116 0.170 0.953 0.615
C -5.3397 1.9732 1.1484 -1.240 0.548 -0.118
C -6.3672 1.0758 1.4646 -0.264 0.520 -0.801
C -6.0464 -0.0921 2.1491 -0.602 0.227 -0.149
C -4.7582 -0.1991 2.6023 1.456 -1.218 0.342
N -3.7474 0.6449 2.3084 -0.453 -0.816 -0.290
H -5.5670 2.9780 0.7347 0.247 -1.031 -0.027
H -7.3945 1.2924 1.1060 0.739 -0.181 0.455
H -6.7696 -0.8850 2.3592 0.202 0.426 -0.023
H -4.4566 -1.1010 3.1697 -0.157 0.735 -0.127
```
Positions in Å, forces in eV/Å.

Löwdin atomic charge list, values in e, 6 entries: number 1, Cr, carries 0.27; number 2, N, carries 0.10; number 3, C, carries -0.80; number 4, S, carries 0.58; number 5, N, carries 0.00; number 6, N, carries -0.09

---

> Among the records above, which one has the lowest E?

C42H35CrIN7OPS4Se

---

> molecular weight of number 1 (C42H35BrIrN3O4Si)?

946.0 Da